Entry 1:
DFT (ωB97M-V/def2-TZVPD) results for 5 unconnected molecules or ions with the total composition C4H16NO6S in a non-equilibrium geometry.

## Properties
Expectation value of S²: 0.7555
Lowest unoccupied orbital energy (spin up / spin down) (eV): 0.201 / -4.433
HOMO level (spin up / spin down) (eV): -9.9 / -9.9

Geometry as ORCA input:
```
! RIJCOSX wB97M-V def2-TZVPD def2/J DEFGRID3
* xyz 0 2
O 1.419 -0.572 -1.204
C 1.378 0.263 -0.311
O 2.209 1.015 0.175
C -0.063 0.328 0.459
C 0.055 -0.290 1.841
C 1.387 -0.174 2.631
S 1.639 1.460 3.364
N -0.589 1.646 0.574
H -0.833 -0.162 -0.140
H -0.086 -1.376 1.818
H -0.794 -0.017 2.462
H 1.166 -0.799 3.494
H 2.207 -0.511 2.010
H 2.420 2.003 2.420
H -0.189 2.197 1.331
H -0.433 2.177 -0.279
H 3.158 -2.767 -1.476
H 2.729 -1.434 -1.720
O 3.504 -2.012 -1.964
H -0.263 -1.743 -3.821
H -0.155 -1.219 -2.339
O -0.743 -1.342 -3.094
H -2.205 -0.628 -2.250
H -2.684 0.793 -1.800
O -2.976 -0.033 -2.198
H -3.121 1.266 0.414
H -4.128 0.565 -0.465
O -4.010 1.364 0.067
*
```



Entry 2:
DFT (ωB97M-V/def2-TZVPD) results for 4 unconnected molecules or ions with the total composition C4H16O4 in a non-equilibrium geometry.

## Properties
Lowest unoccupied orbital energy (eV): 0.158
SMILES: CCCCO.O.O.O
HOMO level (eV): -10.0

Geometry as ORCA input:
```
! RIJCOSX wB97M-V def2-TZVPD def2/J DEFGRID3
* xyz 0 1
C -1.062 -0.655 2.433
C -1.586 0.622 1.789
C -1.025 0.791 0.373
C -1.434 2.114 -0.256
O -0.846 2.196 -1.569
H -1.096 -1.414 1.653
H -1.679 -0.983 3.270
H -0.055 -0.499 2.806
H -2.674 0.625 1.655
H -1.417 1.550 2.341
H 0.064 0.675 0.394
H -1.318 -0.023 -0.298
H -1.008 2.961 0.277
H -2.507 2.107 -0.425
H -0.227 1.490 -1.774
O 3.140 1.023 -0.433
H 2.652 0.210 -0.316
H 2.780 1.427 -1.226
O 1.748 -3.420 -1.602
H 1.969 -3.999 -0.867
H 0.839 -3.610 -1.850
O 1.448 -0.710 -1.996
H 2.021 -1.341 -1.537
H 1.273 -1.139 -2.842
*
```



Entry 3:
DFT (ωB97M-V/def2-TZVPD) results for 4 unconnected molecules or ions with the total composition C4H16O4 in a non-equilibrium geometry.

## Properties
Lowest unoccupied orbital energy (eV): 0.585
SMILES: CC[C@H](C)O.O.O.O
HOMO level (eV): -10.5

Geometry as ORCA input:
```
! RIJCOSX wB97M-V def2-TZVPD def2/J DEFGRID3
* xyz 0 1
C -1.078 -0.867 -0.366
C 0.350 -0.374 -0.305
C 1.123 -0.514 -1.630
C 2.606 -0.176 -1.364
O 0.711 0.460 -2.556
H -1.767 -0.575 -1.174
H -1.676 -0.917 0.544
H -0.922 -1.956 -0.600
H 0.539 0.613 0.135
H 0.890 -1.094 0.311
H 0.955 -1.551 -1.978
H 3.082 0.075 -2.304
H 2.669 0.611 -0.597
H 3.086 -1.035 -0.911
H -0.229 0.505 -2.711
O -1.001 3.868 5.522
H -0.504 4.675 5.718
H -1.948 3.993 5.530
O 1.143 1.851 -4.854
H 1.837 1.280 -4.510
H 0.353 1.507 -4.450
O -3.792 -3.204 4.162
H -3.001 -3.220 4.730
H -3.427 -3.958 3.660
*
```



Entry 4:
DFT (ωB97M-V/def2-TZVPD) results for 2 unconnected molecules or ions with the total composition C4H16Si3 in a non-equilibrium geometry.

## Properties
Lowest unoccupied orbital energy (spin up / spin down) (eV): -0.447 / -1.123
HOMO level (spin up / spin down) (eV): -7.7 / -7.1

Geometry as ORCA input:
```
! RIJCOSX wB97M-V def2-TZVPD def2/J DEFGRID3
* xyz 0 1
C 0.817 -1.790 0.306
C -2.409 -1.510 0.092
C 0.670 2.171 -0.818
C -2.397 2.222 0.371
Si 4.023 -0.901 -0.339
Si -0.803 -0.718 0.688
Si -1.006 1.262 -0.534
H 1.032 -1.857 -0.785
H 1.574 -1.678 1.044
H 0.508 -2.812 0.713
H -3.228 -0.688 0.085
H -2.269 -1.747 -0.920
H -2.797 -2.489 0.495
H 0.498 3.258 -0.586
H 1.558 1.704 -0.347
H 0.708 2.076 -1.973
H -2.109 3.206 0.516
H -3.282 2.293 -0.316
H -2.824 1.854 1.338
H 4.238 -2.316 -0.358
H 3.128 0.068 -0.831
H 5.384 -0.248 0.200
H -1.014 -1.361 1.960
*
```



For each record above, in turn, the calculated ΔE to the lowest compared entry with this formula, charge and spin values are 0.0; 74.7; 124.8; 486.1 kJ/mol.